(1)
C26H24N5O7 | ωB97M-V/def2-TZVPD

Last column: Mulliken charge in e.
CARTESIAN COORDINATES (ANGSTROEM)
C: 6.259 1.875 3.348  -1.23
C: 4.774 1.679 3.463  -0.19
O: 4.532 0.243 3.296  -0.21
C: 3.214 -0.051 3.533  0.76
C: 2.875 -1.480 3.555  -0.59
C: 1.550 -1.827 3.517  0.45
C: 1.087 -3.239 3.274  -1.47
N: 0.570 -0.847 3.539  0.12
N: -0.037 -0.617 4.634  -0.21
C: -1.032 0.432 4.555  0.33
N: -1.310 0.848 3.280  -0.03
C: -2.396 1.659 2.936  0.37
C: -3.017 1.518 1.674  -0.34
C: -4.177 2.250 1.377  -0.51
C: -4.693 3.162 2.309  -0.38
C: -4.062 3.331 3.548  -0.58
C: -2.922 2.575 3.865  -0.23
O: -1.535 0.798 5.610  -0.61
O: 2.410 0.858 3.739  -0.68
H: 6.485 2.943 3.309  0.41
H: 6.763 1.472 4.233  0.29
H: 6.662 1.392 2.450  0.28
H: 4.407 1.990 4.454  0.32
H: 4.219 2.231 2.687  0.29
H: 3.647 -2.235 3.405  0.50
H: 1.940 -3.932 3.233  0.35
H: 0.402 -3.567 4.073  0.33
H: 0.539 -3.315 2.315  0.39
H: -0.759 0.374 2.566  0.27
H: -2.595 0.807 0.959  0.33
H: -4.665 2.107 0.409  0.33
H: -5.591 3.736 2.064  0.34
H: -4.445 4.046 4.280  0.34
H: -2.456 2.673 4.846  0.39
C: 4.230 -2.517 5.626  -1.39
C: 5.642 -2.783 5.561  0.82
C: 6.482 -2.226 4.543  -0.14
C: 7.849 -2.442 4.551  -0.64
C: 8.456 -3.144 5.619  -0.21
N: 9.871 -3.333 5.646  0.94
O: 10.398 -3.926 6.619  -0.65
O: 10.554 -2.904 4.687  -0.65
C: 7.666 -3.662 6.659  -0.61
C: 6.296 -3.525 6.600  -0.62
C: 3.313 -3.422 6.241  1.00
C: 3.581 -4.826 6.420  -0.68
C: 2.729 -5.645 7.136  -0.61
C: 1.562 -5.095 7.694  -0.25
N: 0.820 -5.874 8.628  0.93
O: -0.225 -5.391 9.121  -0.65
O: 1.235 -7.017 8.952  -0.66
C: 1.208 -3.744 7.454  -0.68
C: 2.061 -2.935 6.734  -0.39
H: 3.933 -1.462 5.544  0.62
H: 6.030 -1.603 3.763  0.31
H: 8.497 -2.039 3.777  0.46
H: 8.163 -4.142 7.497  0.46
H: 5.709 -3.951 7.412  0.49
H: 4.479 -5.278 6.006  0.61
H: 2.943 -6.698 7.321  0.44
H: 0.289 -3.353 7.881  0.47
H: 1.795 -1.891 6.555  0.32

As for the highest occupied orbital energy: -3.5 eV. As for the charge: -1. The calculation puts the LUMO energy at 1.27 eV. The molar mass comes out at 518.51 u. For the gap between HOMO and LUMO, the calculation gives 4.8 eV. The multiplicity is 1.

(2)
C26H24N7O3S2Tc | ωB97M-V/def2-TZVPD

Last column: Mulliken charge in e.
CARTESIAN COORDINATES (ANGSTROEM)
Tc: -0.286 -0.167 0.104  -0.31
C: 3.410 -3.089 3.492  -1.05
C: 3.396 -1.611 3.849  -0.42
N: 2.093 -0.989 3.613  -0.17
C: 1.662 -0.634 2.406  0.61
S: 0.043 0.092 2.332  -0.39
N: 2.439 -0.754 1.362  -1.35
N: 1.807 -0.369 0.220  1.43
C: 2.480 -0.301 -0.879  0.88
C: 3.933 -0.609 -0.998  -1.87
C: 1.692 0.104 -2.052  0.49
C: 2.253 0.315 -3.303  -0.88
C: 1.436 0.706 -4.352  -0.54
C: 0.079 0.877 -4.133  -1.02
C: -0.420 0.652 -2.864  -0.06
N: 0.368 0.277 -1.855  0.69
H: 4.395 -3.510 3.691  0.35
H: 3.182 -3.232 2.437  0.30
H: 2.680 -3.640 4.084  0.31
H: 4.135 -1.062 3.266  0.24
H: 3.628 -1.460 4.903  0.41
H: 1.442 -0.922 4.377  0.25
H: 4.330 -0.914 -0.036  0.39
H: 4.482 0.268 -1.348  0.39
H: 4.089 -1.411 -1.721  0.40
H: 3.313 0.174 -3.451  0.51
H: 1.858 0.872 -5.334  0.44
H: -0.592 1.169 -4.928  0.49
H: -1.474 0.756 -2.638  0.40
O: -2.644 -1.901 1.279  -0.74
S: -3.407 -0.830 0.713  1.41
O: -4.254 -0.023 1.541  -0.72
N: -2.286 0.145 -0.040  0.71
C: -2.689 1.431 -0.437  0.00
C: -3.934 1.827 -0.864  -0.32
C: -4.178 3.175 -1.200  -1.09
C: -3.205 4.129 -1.107  -0.87
C: -1.912 3.761 -0.669  0.71
C: -0.839 4.665 -0.510  -0.63
C: 0.371 4.218 -0.054  -1.12
C: 0.530 2.855 0.232  -0.20
N: -0.446 1.985 0.072  0.62
C: -1.668 2.413 -0.353  0.45
C: -4.388 -1.460 -0.614  0.12
C: -5.769 -1.444 -0.489  -0.36
C: -6.542 -1.977 -1.511  -0.64
C: -5.934 -2.510 -2.638  -0.44
C: -4.549 -2.519 -2.752  -0.91
C: -3.768 -1.994 -1.737  -0.05
H: -4.744 1.115 -0.932  0.39
H: -5.171 3.450 -1.529  0.43
H: -3.408 5.163 -1.355  0.43
H: -0.990 5.712 -0.741  0.47
H: 1.204 4.890 0.092  0.43
H: 1.472 2.464 0.599  0.43
H: -6.222 -1.020 0.397  0.52
H: -7.620 -1.976 -1.424  0.41
H: -6.542 -2.925 -3.431  0.40
H: -4.080 -2.944 -3.630  0.44
H: -2.689 -1.998 -1.812  0.18
O: -1.015 -4.247 -0.814  -0.52
C: -0.674 -3.152 -0.603  0.73
N: -0.283 -2.032 -0.409  -0.57

As for the highest occupied orbital energy (alpha / beta): -10.9 / -11.0 eV. As for the charge: +1. The calculation puts the LUMO energy (alpha / beta) at -4.47 / -4.73 eV. The molar mass comes out at 644.66 u. For the gap between HOMO and LUMO (alpha / beta), the calculation gives 6.4 / 6.2 eV. The multiplicity is 2. The expectation value of S² is 0.779. The calculation puts the energy relative to the best compared isomer or geometry (same formula, charge and spin) at 0.00 kJ/mol.

(3)
C26H25AsCrN2O7P2S | ωB97M-V/def2-TZVPD

Last column: Mulliken charge in e.
CARTESIAN COORDINATES (ANGSTROEM)
Cr: 0.987 1.149 0.318  0.42
C: 0.563 4.133 -2.972  -1.75
C: 1.565 3.759 -1.897  1.03
O: 2.652 4.654 -1.786  -0.59
P: 0.818 3.776 -0.237  0.52
O: 1.935 3.356 0.818  -0.30
O: 0.503 5.252 0.219  -0.44
O: -0.321 2.850 -0.046  -0.60
P: 2.223 2.036 -2.170  0.83
O: 3.345 2.004 -0.985  -0.41
O: 2.815 1.894 -3.495  -0.79
O: 1.146 1.086 -1.674  -0.17
H: 0.380 5.207 -2.991  0.42
H: -0.380 3.610 -2.806  0.37
H: 0.954 3.834 -3.944  0.43
H: 3.131 4.654 -2.629  0.37
H: 2.745 3.877 0.758  0.32
H: 0.246 5.898 -0.435  0.40
H: 4.203 1.790 -1.360  0.27
S: 2.680 -0.384 0.714  -0.66
C: 2.442 -1.632 -0.488  0.54
C: 3.532 -2.293 -1.050  -0.79
C: 3.324 -3.241 -2.036  -0.63
C: 2.038 -3.538 -2.456  -0.84
C: 0.950 -2.885 -1.895  -0.28
C: 1.137 -1.945 -0.890  -0.04
As: -0.266 -0.790 -0.200  2.43
C: -1.196 -1.668 1.283  -0.02
C: -2.500 -1.224 1.522  -0.11
C: -3.238 -1.737 2.572  -0.92
C: -2.674 -2.694 3.403  -0.48
C: -1.373 -3.121 3.188  -0.88
C: -0.629 -2.610 2.134  -0.30
C: -1.644 -1.047 -1.552  0.02
C: -2.285 -2.291 -1.576  -0.91
C: -3.167 -2.591 -2.597  -0.67
C: -3.425 -1.652 -3.583  -0.59
C: -2.809 -0.413 -3.549  -0.52
C: -1.912 -0.109 -2.536  -0.48
H: 4.532 -2.037 -0.734  0.50
H: 4.174 -3.730 -2.489  0.41
H: 1.884 -4.266 -3.236  0.43
H: -0.051 -3.074 -2.262  0.40
H: -2.931 -0.476 0.858  0.48
H: -4.249 -1.394 2.746  0.49
H: -3.244 -3.097 4.225  0.46
H: -0.938 -3.862 3.841  0.45
H: 0.391 -2.943 1.960  0.48
H: -2.072 -3.013 -0.788  0.55
H: -3.648 -3.557 -2.624  0.43
H: -4.111 -1.889 -4.380  0.40
H: -3.021 0.315 -4.317  0.43
H: -1.402 0.849 -2.509  0.31
N: -1.819 -1.105 6.525  -0.45
C: -1.297 -0.545 5.673  -0.25
C: -0.673 0.115 4.591  0.61
C: 0.706 0.026 4.384  -0.82
C: 1.231 0.553 3.225  -0.71
N: 0.486 1.105 2.254  0.78
C: -0.812 1.313 2.528  -0.20
C: -1.426 0.847 3.668  -0.73
H: 1.348 -0.456 5.102  0.55
H: 2.295 0.495 3.048  0.66
H: -1.373 1.859 1.781  0.59
H: -2.477 1.014 3.835  0.52

As for the highest occupied orbital energy (alpha / beta): -11.0 / -11.1 eV. As for the charge: +1. The calculation puts the LUMO energy (alpha / beta) at -4.73 / -3.73 eV. The molar mass comes out at 698.43 u. For the gap between HOMO and LUMO (alpha / beta), the calculation gives 6.2 / 7.3 eV. The multiplicity is 2. The expectation value of S² is 0.815.

(4)
C26H25Cl4NO7S2SbV | ωB97M-V/def2-TZVPD

Last column: Mulliken charge in e.
CARTESIAN COORDINATES (ANGSTROEM)
V: 0.661 -0.202 0.371  0.45
S: 1.459 -0.691 -1.642  -0.15
C: 1.747 -2.424 -1.655  0.09
C: 2.405 -3.017 -2.725  -0.82
C: 2.607 -4.384 -2.754  -0.60
C: 2.141 -5.179 -1.717  -0.47
C: 1.492 -4.603 -0.645  -0.70
C: 1.304 -3.223 -0.591  0.77
S: 0.534 -2.515 0.786  -0.66
H: 2.768 -2.394 -3.531  0.42
H: 3.129 -4.834 -3.588  0.31
H: 2.296 -6.249 -1.743  0.32
H: 1.123 -5.199 0.177  0.39
Cl: -5.355 -1.351 4.208  -0.29
C: -4.083 -1.013 3.083  0.60
C: -2.793 -0.783 3.546  -0.86
C: -1.799 -0.529 2.627  1.10
Cl: -0.177 -0.244 3.107  -0.24
C: -2.035 -0.485 1.220  -1.20
O: -1.097 -0.281 0.387  1.07
C: -3.378 -0.726 0.825  0.48
Cl: -3.703 -0.667 -0.863  -0.23
C: -4.383 -0.987 1.730  -0.91
H: -2.559 -0.815 4.599  0.45
H: -5.388 -1.170 1.385  0.43
O: 1.561 1.960 2.302  -0.56
C: 2.476 1.273 1.876  0.28
N: 2.306 0.075 1.237  0.65
C: 3.512 -0.533 1.014  0.18
O: 3.674 -1.632 0.501  -0.65
C: 4.570 0.375 1.517  -0.19
C: 5.946 0.258 1.526  -0.39
C: 6.684 1.305 2.054  -0.43
C: 6.054 2.452 2.534  -0.44
C: 4.671 2.570 2.522  -0.44
C: 3.931 1.517 2.021  0.03
H: 6.417 -0.631 1.128  0.49
H: 7.765 1.243 2.091  0.37
H: 6.658 3.262 2.923  0.38
H: 4.181 3.465 2.870  0.52
O: -0.688 3.438 -1.146  -0.81
Cl: 0.031 2.894 -0.031  1.68
O: 0.947 1.906 -0.529  -0.48
O: 0.754 3.959 0.567  -0.75
O: -0.888 2.308 0.869  -0.61
C: -4.165 1.540 -3.743  -1.23
C: -2.707 1.828 -4.030  -0.79
Sb: -1.300 0.876 -2.591  -0.34
C: 0.394 1.839 -3.648  -0.39
C: 0.546 1.759 -5.158  -1.32
C: -1.463 -1.132 -3.591  -0.34
C: -1.224 -1.219 -5.084  -1.23
H: -4.820 2.090 -4.428  0.36
H: -4.419 1.829 -2.725  0.28
H: -4.368 0.476 -3.858  0.25
H: -2.514 2.897 -3.957  0.44
H: -2.472 1.515 -5.046  0.33
H: 1.297 1.463 -3.169  0.36
H: 0.272 2.881 -3.351  0.54
H: 0.778 0.746 -5.478  0.24
H: 1.371 2.406 -5.473  0.43
H: -0.353 2.096 -5.674  0.25
H: -2.473 -1.485 -3.372  0.41
H: -0.764 -1.789 -3.072  0.26
H: -1.771 -0.447 -5.622  0.28
H: -1.556 -2.187 -5.471  0.42
H: -0.166 -1.123 -5.311  0.17

As for the highest occupied orbital energy (alpha / beta): -1.5 / -1.7 eV. As for the charge: -2. The calculation puts the LUMO energy (alpha / beta) at 4.12 / 4.12 eV. The molar mass comes out at 842.14 u. For the gap between HOMO and LUMO (alpha / beta), the calculation gives 5.6 / 5.8 eV. The multiplicity is 3. The expectation value of S² is 2.018. The calculation puts the energy relative to the best compared isomer or geometry (same formula, charge and spin) at 110.78 kJ/mol.